{"formula": "C56H35BrCl4N7SeZr", "method": "the ωB97M-V functional and the def2-TZVPD basis", "e_homo_ev": -9.663, "e_tot_ha": -9401.35100, "spin_multiplicity": 1, "max_force_ha_per_bohr": 0.07862, "total_charge": 1, "lumo_energy_ev": -4.48, "symbols": ["Zr", "Cl", "C", "C", "C", "C", "C", "C", "C", "C", "C", "C", "C", "C", "C", "C", "C", "C", "Cl", "C", "C", "C", "N", "C", "C", "C", "C", "C", "C", "Cl", "C", "C", "C", "C", "C", "C", "N", "C", "C", "C", "C", "C", "N", "C", "C", "C", "C", "Cl", "C", "C", "C", "C", "N", "H", "H", "H", "H", "H", "H", "H", "H", "H", "H", "H", "H", "H", "H", "H", "H", "H", "H", "H", "H", "H", "H", "H", "H", "C", "C", "C", "C", "C", "Br", "N", "C", "H", "H", "H", "H", "H", "H", "Se", "C", "N", "C", "C", "C", "N", "C", "C", "H", "H", "H", "H", "H"], "xyz": [[8.427, -17.096, 19.164], [6.217, -11.514, 26.543], [6.739, -12.543, 25.326], [7.521, -13.644, 25.544], [7.627, -14.633, 24.511], [7.113, -14.309, 23.235], [6.420, -13.093, 22.992], [6.146, -12.277, 24.081], [7.398, -15.262, 22.119], [6.382, -15.686, 21.314], [4.994, -15.536, 21.679], [4.251, -16.220, 20.748], [5.130, -16.756, 19.692], [4.733, -17.251, 18.395], [3.482, -16.891, 17.774], [2.728, -17.691, 16.939], [1.618, -17.183, 16.226], [1.373, -15.855, 16.237], [0.458, -14.904, 15.106], [2.131, -15.018, 17.111], [3.038, -15.546, 17.970], [5.642, -18.184, 17.784], [6.935, -18.523, 18.158], [7.438, -19.468, 17.187], [8.539, -20.298, 17.376], [8.903, -21.295, 16.282], [8.986, -20.851, 14.902], [9.423, -21.656, 13.921], [9.844, -22.917, 14.239], [10.827, -23.767, 13.028], [9.510, -23.488, 15.471], [9.267, -22.608, 16.525], [9.423, -20.099, 18.455], [10.643, -20.806, 18.528], [11.363, -20.195, 19.493], [10.603, -19.160, 20.111], [9.403, -19.016, 19.422], [11.068, -18.318, 21.139], [10.464, -17.203, 21.630], [10.932, -16.246, 22.556], [9.898, -15.315, 22.708], [8.774, -15.748, 22.007], [9.221, -16.828, 21.165], [12.473, -18.501, 21.619], [13.667, -18.535, 20.884], [14.926, -18.772, 21.359], [15.062, -19.081, 22.734], [16.599, -19.534, 23.216], [13.942, -19.110, 23.529], [12.640, -18.912, 22.982], [6.430, -19.608, 16.199], [5.340, -18.821, 16.467], [6.468, -16.420, 20.092], [8.109, -13.735, 26.471], [8.212, -15.621, 24.717], [6.274, -12.829, 21.977], [5.486, -11.373, 23.975], [4.651, -14.912, 22.511], [3.171, -16.393, 20.762], [2.877, -18.835, 16.901], [0.922, -17.861, 15.777], [2.127, -13.897, 17.002], [3.453, -14.842, 18.667], [8.860, -19.777, 14.635], [9.499, -21.338, 12.837], [9.447, -24.600, 15.618], [9.112, -22.965, 17.531], [10.979, -21.446, 17.695], [12.362, -20.475, 19.856], [11.920, -16.219, 23.018], [9.857, -14.448, 23.321], [13.521, -18.343, 19.837], [15.775, -18.896, 20.699], [14.071, -19.195, 24.551], [11.812, -19.037, 23.684], [6.545, -20.201, 15.283], [4.388, -18.773, 15.940], [6.446, -11.655, 18.788], [7.819, -12.316, 19.005], [9.046, -11.605, 19.064], [10.266, -12.326, 19.105], [10.135, -13.744, 19.016], [11.784, -14.776, 19.317], [8.950, -14.329, 18.947], [7.820, -13.661, 18.988], [6.554, -10.860, 18.091], [6.021, -11.351, 19.715], [5.838, -12.365, 18.185], [9.044, -10.510, 19.053], [11.198, -11.839, 19.234], [6.965, -14.247, 19.003], [9.349, -16.929, 16.590], [7.757, -15.949, 16.788], [6.791, -15.274, 16.851], [13.055, -10.127, 24.716], [12.355, -9.249, 23.876], [10.917, -9.417, 23.673], [10.272, -10.439, 24.272], [10.955, -11.330, 24.944], [12.331, -11.241, 25.212], [14.057, -10.017, 25.144], [12.890, -8.398, 23.424], [10.335, -8.678, 23.184], [10.441, -12.174, 25.305], [12.845, -11.970, 25.855]], "mulliken_charge": [0.829, -0.205, 0.531, -0.747, -0.474, -0.119, -0.653, -0.988, 1.415, 0.215, -1.315, -1.668, 0.089, 1.376, 0.110, 0.367, -1.007, 0.392, -0.199, -0.748, -0.728, 0.329, -0.259, 0.801, 1.022, -0.068, -0.320, -0.578, 0.149, -0.194, -0.744, -0.368, 0.736, -1.359, -1.319, 0.710, -0.241, 0.532, 0.820, -1.161, -1.198, -0.567, -0.575, -0.092, -0.420, -0.987, 0.516, -0.187, -1.003, -0.027, -1.242, -1.592, 0.988, 0.432, 0.392, 0.886, 0.300, 0.561, 0.610, 0.565, 0.428, 0.274, 0.291, 0.321, 0.342, 0.365, 0.503, 0.491, 0.600, 0.583, 1.346, 0.584, 0.385, 0.493, 0.450, 0.559, 0.697, -1.608, -0.007, -0.503, -0.855, -0.200, -0.085, 0.680, -0.421, 0.497, 0.369, 0.310, 0.479, 0.542, 0.976, -0.099, 0.325, -0.440, -0.196, -0.387, -0.381, -0.385, 0.021, -0.570, 0.365, 0.348, 0.463, 0.391, 0.344]}